Record 1
A 3-piece molecular cluster, C5H12N2O overall in a non-equilibrium geometry, computed with wB97M-V/def2-TZVPD.

Calculated values
- HOMO-LUMO gap (alpha / beta): 8.5154 / 8.5149 eV
- HOMO (alpha / beta): -7.991 / -7.991 eV
- Electronic energy: -10401.0280 eV
- ΔE to the lowest compared entry with this formula, charge and spin: 7.3960 eV
- Molar mass: 116.2 g/mol

```
! wB97M-V def2-TZVPD RIJCOSX def2/J DEFGRID3
* xyz 0 1
C -1.40 1.76 0.37
C -1.78 -1.77 -0.44
C 2.80 0.33 -0.30
N -1.53 0.54 -0.42
N -1.56 -0.53 0.28
C 1.61 -0.12 0.41
C 0.98 -0.59 1.38
O 0.37 0.70 -1.10
H 0.32 0.11 -1.86
H -2.39 1.99 0.75
H -0.69 1.64 1.19
H -1.06 2.54 -0.30
H -2.15 -2.52 0.26
H -2.49 -1.60 -1.24
H -0.83 -2.12 -0.85
H 2.93 -0.21 -1.24
H 3.68 0.15 0.33
H 2.74 1.39 -0.54
H -0.80 -0.59 1.04
H 1.26 -1.08 2.29
*
```

Record 2
An isolated ion of composition C4H8N3O and charge +1 in a non-equilibrium geometry, computed with wB97M-V/def2-TZVPD.

Calculated values
- HOMO-LUMO gap: 10.3590 eV
- HOMO: -14.291 eV
- Electronic energy: -10786.7240 eV
- ΔE to the lowest compared entry with this formula, charge and spin: 3.5769 eV
- Molar mass: 114.1 g/mol

```
! wB97M-V def2-TZVPD RIJCOSX def2/J DEFGRID3
* xyz 1 1
C -0.91 -1.59 -0.53
C -0.28 -0.63 0.41
C 1.08 0.41 -0.12
N 2.16 -0.10 -0.63
N 0.61 1.62 0.06
N -0.65 1.72 0.53
C -1.23 0.47 0.87
O -2.31 0.39 1.40
H -0.31 -2.19 -1.02
H -1.35 -0.99 -1.28
H -1.62 -2.06 0.00
H -0.02 -1.27 1.36
H 2.23 -1.09 -0.73
H 2.62 0.53 -1.26
H 0.95 2.47 -0.32
H -0.97 2.31 1.27
*
```

Record 3
A 7-piece molecular cluster, H14O7 overall in a non-equilibrium geometry, computed with wB97M-V/def2-TZVPD.

Calculated values
- HOMO-LUMO gap: 10.2423 eV
- HOMO: -10.621 eV
- Electronic energy: -14559.8554 eV
- ΔE to the lowest compared entry with this formula, charge and spin: 1.6060 eV
- Molar mass: 126.1 g/mol

```
! wB97M-V def2-TZVPD RIJCOSX def2/J DEFGRID3
* xyz 0 1
O -0.26 0.49 3.54
H 0.05 1.27 3.06
H 0.05 -0.32 3.05
O -0.44 -1.00 -2.34
H -0.13 -1.85 -2.06
H -1.30 -1.16 -1.91
O 2.53 1.60 -0.31
H 1.68 1.20 -0.14
H 3.07 0.82 -0.25
O 0.40 -1.58 1.85
H 0.46 -0.96 1.14
H -0.13 -2.36 1.57
O 0.78 0.53 -4.18
H 0.26 0.26 -3.39
H 0.39 0.01 -4.90
O -2.15 0.61 1.51
H -1.71 0.69 2.36
H -3.02 0.34 1.80
O 0.17 0.51 0.04
H 0.01 0.25 -0.84
H -0.72 0.66 0.43
*
```

Record 4
CHF3O2SSr as an isolated structure in a non-equilibrium geometry, computed with wB97M-V/def2-TZVPD.

Calculated values
- HOMO-LUMO gap: 7.6011 eV
- HOMO: -8.069 eV
- Electronic energy: -24970.7520 eV
- Molar mass: 221.7 g/mol

```
! wB97M-V def2-TZVPD RIJCOSX def2/J DEFGRID3
* xyz 0 1
S 1.24 0.00 -0.14
O 0.53 -1.22 -0.78
O 0.52 1.18 -0.82
Sr -0.83 -0.06 -2.36
C 0.41 0.02 1.55
F 0.78 -1.06 2.23
F 0.78 1.10 2.21
F -0.91 0.02 1.42
H -2.52 0.01 -3.31
*
```

Record 5
C10H20Cl2LuN2S as an isolated structure in a non-equilibrium geometry, computed with wB97M-V/def2-TZVPD.

Calculated values
- HOMO-LUMO gap (alpha / beta): 2.8164 / 2.8147 eV
- HOMO (alpha / beta): -0.563 / -0.562 eV
- Electronic energy: -83174.5765 eV
- ΔE to the lowest compared entry with this formula, charge and spin: 1.6724 eV
- Molar mass: 446.2 g/mol

```
! wB97M-V def2-TZVPD RIJCOSX def2/J DEFGRID3
* xyz -1 1
Lu -0.90 0.49 0.14
Cl -1.05 1.59 -2.04
Cl -0.72 -0.08 2.54
C -2.61 2.01 0.95
H -2.01 2.22 1.86
H -2.98 2.90 0.43
C -1.03 -1.66 -0.58
C -3.21 0.80 0.72
H -0.28 -2.36 -0.97
C -4.17 0.62 -0.43
H -3.17 -0.05 1.45
C -4.49 -0.86 -0.70
H -5.11 1.12 -0.17
H -3.79 1.12 -1.34
C -3.39 -1.61 -1.47
H -4.71 -1.37 0.26
H -5.39 -0.93 -1.32
C -2.32 -2.30 -0.52
H -3.86 -2.43 -2.04
H -2.86 -0.94 -2.16
H -2.55 -2.17 0.56
H -2.37 -3.38 -0.73
C 5.00 0.90 2.08
N 3.66 0.68 1.50
C 3.24 0.37 0.25
S 1.62 -0.04 -0.05
N 4.05 0.30 -0.84
C 5.49 0.35 -1.09
H 5.81 0.84 1.36
H 5.17 0.15 2.86
H 5.01 1.90 2.53
H 2.87 0.68 2.17
H 3.48 0.05 -1.68
H 5.80 -0.62 -1.50
H 5.66 1.13 -1.84
H 6.11 0.58 -0.21
*
```